An isolated molecule of C4H4FNO in a non-equilibrium geometry, computed with ωB97M-V with the def2-TZVPD basis set.

Output
- SMILES: C#CC(=O)N(C)F
- Energy above the lowest of the compared OMol25 structures with the same formula, charge and spin: 438.8 kJ/mol
- E_LUMO: -0.054 eV

CARTESIAN COORDINATES (ANGSTROEM)
1 F -0.164 1.223 0.895
2 O -1.248 -1.592 -0.865
3 N 0.074 0.038 0.249
4 C -2.048 -0.456 1.147
5 C -1.164 -0.809 0.042
6 C -2.839 -0.080 1.996
7 C 0.888 0.438 -0.913
8 H -3.099 0.173 2.980
9 H 0.356 1.317 -1.319
10 H 1.103 -0.407 -1.669
11 H 1.900 0.828 -0.486